(1)
Here is a structure of composition C16H50F6N17O18S2Zn from the Open Molecules 2025 dataset. Energies are from ωB97M-V with the def2-TZVPD basis set.

```
110
Properties=species:S:1:pos:R:3:forces:R:3
Zn -0.8726 -2.4521 0.2582 -0.01 -0.17 0.22
C 0.0542 0.7090 -1.9104 0.20 0.59 0.96
F 1.2196 0.4311 -1.3171 -0.32 -0.02 -0.45
F 0.0641 1.9745 -2.3123 -0.04 -0.35 -0.06
F -0.1017 -0.0836 -2.9695 0.25 0.04 0.02
S -1.4015 0.4712 -0.7035 0.61 -1.07 -0.90
O -1.8144 1.7889 -0.3711 -0.08 -0.09 0.57
O -2.2893 -0.3806 -1.4442 -0.33 0.22 0.20
N -0.7730 -0.5088 0.4991 -0.57 3.03 -0.40
S 0.0381 0.3303 1.6415 1.43 0.04 -0.21
O 1.0063 -0.5216 2.2641 -0.48 -0.44 0.20
O 0.5231 1.5832 1.1595 -0.55 0.11 0.07
C -1.3009 0.6697 2.8750 0.31 0.41 -0.36
F -0.7793 0.9633 4.0658 -0.11 -0.47 -0.12
F -2.0047 1.7174 2.4680 -0.15 -0.18 0.09
F -2.0770 -0.4025 2.9583 -0.04 -0.07 0.39
C -0.1314 -3.2281 3.4296 -0.09 -0.49 0.13
O -0.4195 -2.9113 2.2742 -0.04 -0.16 -0.55
N -1.0910 -3.3199 4.3809 -0.23 -0.02 0.38
N 1.1149 -3.5627 3.8145 0.47 -0.08 0.17
H -0.9067 -3.5572 5.3391 0.24 0.04 -0.06
H -2.0549 -3.1541 4.1550 0.08 0.12 -0.32
H 1.3219 -3.9674 4.7101 -0.22 0.12 0.09
H 1.9151 -3.4254 3.2227 -0.27 0.15 -0.33
C -1.5970 -3.2725 -2.8041 0.57 -1.10 -0.11
O -1.3541 -2.8457 -1.6646 -0.12 -0.23 0.15
N -1.2388 -2.5655 -3.8942 -0.02 0.40 0.85
N -2.0838 -4.5380 -2.9899 0.48 1.26 -0.13
H -1.0643 -1.5967 -3.6566 0.06 -0.04 -0.53
H -1.4821 -2.8015 -4.8388 -0.27 0.00 0.04
H -2.0536 -4.8955 -3.9265 -0.53 -0.43 0.13
H -2.5916 -4.9404 -2.2263 0.02 -0.39 -0.17
C -4.9531 1.4809 2.4333 -0.53 0.11 -0.12
O -4.7635 0.3985 2.9792 0.31 -0.03 0.10
N -5.2820 2.6157 3.1325 0.15 -0.16 -0.07
N -4.9531 1.6303 1.0802 0.00 -0.11 0.30
H -5.1984 3.5088 2.6783 0.07 0.02 0.07
H -5.0805 2.6021 4.1169 -0.09 -0.06 0.03
H -4.5651 0.8853 0.5325 -0.07 0.02 -0.13
H -5.2179 2.4964 0.6510 0.19 -0.01 -0.15
C -0.6887 3.9420 6.1611 -1.19 -0.70 0.45
O -0.8132 4.6200 5.1687 0.67 0.49 -0.03
N -0.0039 4.2114 7.3140 0.64 0.41 0.79
N -1.3467 2.7263 6.2477 -0.19 -0.40 0.02
H 0.4000 5.1073 7.5318 -0.08 0.20 -0.77
H -0.2810 3.7597 8.1701 -0.16 -0.31 -0.25
H -1.7762 2.3865 5.4091 0.00 0.22 -0.15
H -1.1316 2.0078 6.9167 0.19 0.23 0.15
C 4.6474 -0.7944 -1.0295 -1.85 0.97 -1.63
O 5.0012 -1.7911 -1.6486 0.77 -0.34 0.69
N 3.9295 -0.8105 0.1397 -0.10 -0.60 0.10
N 4.6233 0.4373 -1.6215 0.65 0.08 0.28
H 3.5836 0.0587 0.5108 0.24 -0.10 0.47
H 3.9883 -1.6400 0.7054 0.18 0.14 0.20
H 4.0503 1.2119 -1.3228 0.09 -0.01 0.21
H 5.1210 0.5827 -2.4799 -0.09 -0.27 -0.12
C 2.8699 1.6003 4.5919 -0.13 -0.51 -0.89
O 3.7630 1.6117 3.7581 -0.12 0.03 0.50
N 2.7870 0.6772 5.6056 -0.35 0.62 0.19
N 1.7710 2.4135 4.4917 -0.30 0.63 -0.35
H 1.9058 0.6184 6.0798 0.15 -0.29 0.22
H 3.4925 -0.0192 5.7367 0.11 0.04 -0.10
H 1.7158 3.0317 3.6997 0.38 -0.08 -0.08
H 1.1019 2.6621 5.1996 0.36 -0.45 0.34
C -3.5220 -0.0377 -5.0210 0.29 0.07 -0.05
O -2.4124 0.4546 -5.1718 0.05 -0.22 0.15
N -4.2118 0.0652 -3.8465 0.23 0.06 -0.53
N -4.1244 -0.7730 -6.0126 -0.09 -0.03 0.57
H -3.6814 0.4268 -3.0730 -0.21 -0.07 0.19
H -5.1334 -0.3109 -3.7374 0.02 -0.03 0.23
H -3.6972 -0.7317 -6.9188 -0.15 0.11 -0.12
H -5.1009 -0.9839 -5.9145 -0.03 -0.08 -0.38
C -3.5688 -3.2561 1.6490 0.25 -0.50 -0.12
O -2.8142 -2.6927 0.8417 -0.05 0.07 0.15
N -4.4103 -2.5907 2.4604 0.17 0.02 0.34
N -3.5871 -4.6202 1.7402 -0.23 0.65 0.17
H -4.9684 -3.1080 3.1176 -0.02 -0.01 -0.02
H -4.2492 -1.6172 2.7063 -0.23 0.29 -0.56
H -2.8959 -5.1400 1.2353 -0.16 -0.14 -0.14
H -4.3418 -5.0744 2.2209 0.18 -0.30 0.01
C 1.7863 -2.9432 -1.4764 1.09 0.50 0.46
C 2.3594 -4.2530 -0.9674 0.47 -1.47 -1.41
O 3.7223 -4.2223 -0.5703 -0.51 0.46 0.57
O 1.1609 -2.2492 -0.3658 -0.03 -0.62 -0.79
H 1.1759 -2.9945 -2.3740 -0.69 -0.27 0.47
H 2.6097 -2.2839 -1.7747 0.12 -0.27 -0.07
H 2.3011 -5.0342 -1.7449 -0.28 0.30 -0.17
H 1.7626 -4.6733 -0.1562 0.07 0.36 0.27
H 4.2388 -3.7738 -1.2561 0.09 0.24 0.15
H 1.9412 -1.9026 0.0953 -0.45 0.47 0.46
C 2.7927 4.4979 -1.9775 0.14 0.81 -0.24
C 3.5720 5.0920 -3.1443 0.60 -0.41 0.07
O 4.9495 4.7213 -3.0716 -0.20 0.23 0.03
O 2.9619 3.0896 -1.9378 -0.41 0.25 -0.22
H 1.7545 4.8400 -2.0756 -0.12 -0.43 0.10
H 3.1649 4.8884 -1.0307 0.10 -0.01 0.00
H 3.5127 6.1809 -3.1835 -0.10 0.02 0.21
H 3.1748 4.7217 -4.0997 -0.16 -0.06 0.07
H 5.0224 4.0415 -2.3931 0.03 -0.09 -0.10
H 2.5967 2.7589 -2.7725 0.22 -0.47 0.23
C 1.5659 1.2281 -5.8889 0.48 -0.02 -0.41
C 2.9470 1.4568 -5.2728 -0.39 -0.06 0.11
O 2.9623 1.0336 -3.9043 -0.14 0.19 -0.28
O 1.4352 1.9205 -7.1319 -0.05 -0.09 0.45
H 0.7940 1.5455 -5.1857 -0.03 -0.17 0.06
H 1.4772 0.1583 -6.1059 -0.32 0.03 0.12
H 3.1651 2.5244 -5.2794 0.17 -0.03 0.04
H 3.7159 0.9157 -5.8265 0.04 0.19 -0.16
H 2.7584 0.0933 -3.8757 0.08 -0.03 0.09
H 0.8670 2.6748 -6.9542 0.04 0.07 -0.26
```
Forces are in eV/Å.

HOMO level (eV): -11.23
Total charge: +1
Calculated total energy (eV): -165985.961
LUMO (eV): -2.48
Orbital gap (eV): 8.756

Results of the Löwdin charge analysis, in e, for atoms 1 through 6: 0.720 -0.618 0.126 0.159 0.118 0.660


(2)
Here is a cluster of 2 separate species, CH6P2S in total from the Open Molecules 2025 dataset. Energies are from ωB97M-V with the def2-TZVPD basis set.

```
10
Properties=species:S:1:pos:R:3:forces:R:3
C -0.1017 -1.9416 0.3055 -1.01 -1.03 2.87
P -0.2984 2.3763 -0.8957 0.69 0.51 1.29
P -0.4517 -0.5302 -0.8164 3.40 -0.65 0.56
S -0.9430 0.8794 0.5952 0.03 1.37 -0.43
H -0.9997 -2.6553 0.5035 1.26 1.32 -0.41
H 0.2759 -1.5635 1.3650 -0.79 -0.80 -2.27
H 0.6890 -2.5525 -0.1221 -0.04 0.03 -0.08
H 0.9594 2.8417 -0.2600 -0.87 -0.79 -0.47
H -0.9247 3.4953 -0.2940 -0.33 -0.10 -0.09
H 1.7949 -0.3496 -0.3810 -2.34 0.13 -0.97
```
Forces are in eV/Å.

HOMO level (spin up / spin down) (eV): -8.57 / -8.12
ΔE to the lowest compared entry with this formula, charge and spin (eV): 2.549
Calculated total energy (eV): -30543.849
LUMO (spin up / spin down) (eV): -0.77 / -0.70
Orbital gap (spin up / spin down) (eV): 7.804 / 7.422

Results of the Löwdin charge analysis, in e, for atoms 1 through 6: -0.585 0.379 0.375 -0.002 0.048 0.049